Formula: C27H33N4RuSTe
Source: OMol25
Level of theory: ωB97M-V/def2-TZVPD

The expectation value of S² is 0.763. As for the total charge: +2. The calculation puts the HOMO energy (spin up / spin down) at -13.830 / -13.801 eV. As for the multiplicity: 2. Its energy relative to the best compared isomer or geometry (same formula, charge and spin) is 18.0 kcal per mole. The LUMO energy (spin up / spin down) is -7.35 / -7.15 eV. The orbital gap (spin up / spin down) comes out at 6.48 / 6.65 eV.

Geometry (Å):
Ru -0.1609 -0.5010 -0.0666
C 3.1993 -2.9067 3.9983
C 1.9073 -3.5678 3.5525
N 1.8109 -3.7149 2.0942
C 1.3818 -2.7963 1.2233
S 0.7633 -1.2911 1.8543
N 1.4728 -3.0614 -0.0552
N 1.0032 -2.0120 -0.8199
C 1.2295 -2.0960 -2.0900
C 1.9586 -3.2202 -2.7464
C 0.7500 -0.9569 -2.8723
C 0.7919 -0.9124 -4.2583
C 0.3818 0.2401 -4.9050
C -0.0666 1.3146 -4.1509
C -0.1106 1.1800 -2.7780
N 0.2931 0.0726 -2.1389
H 3.2110 -2.7960 5.0832
H 3.3069 -1.9150 3.5562
H 4.0640 -3.5064 3.7126
H 1.0385 -3.0047 3.8913
H 1.8167 -4.5700 3.9670
H 2.2440 -4.5201 1.6651
H 2.4839 -3.8157 -2.0101
H 2.6694 -2.8229 -3.4723
H 1.2686 -3.8781 -3.2825
H 1.1533 -1.7647 -4.8168
H 0.4119 0.2989 -5.9858
H -0.3874 2.2376 -4.6139
H -0.4850 1.9751 -2.1564
C -1.7421 -3.7666 0.5700
C -2.0164 -2.3852 0.0554
C -2.2226 -2.1412 -1.3158
C -2.5628 -0.8860 -1.7962
C -2.8920 -0.6680 -3.2439
C -2.6271 0.1748 -0.8746
C -2.4823 -0.0253 0.5028
C -2.8239 1.0680 1.4807
C -2.1642 -1.3197 0.9512
H -2.6862 -4.3086 0.6655
H -1.2734 -3.7346 1.5531
H -1.1008 -4.3266 -0.1095
H -2.1475 -2.9736 -2.0092
H -3.9543 -0.8639 -3.4083
H -2.3317 -1.3449 -3.8879
H -2.7004 0.3574 -3.5539
H -2.8937 1.1658 -1.2282
H -3.8963 1.0646 1.6852
H -2.5728 2.0519 1.0827
H -2.3126 0.9159 2.4297
H -2.1148 -1.5057 2.0146
C 0.8672 3.3426 -0.2550
Te 1.2859 1.5347 0.7854
C 0.3637 2.4970 2.4298
C 0.5598 3.9606 2.1577
C 0.4905 4.9026 3.1822
C 0.6805 6.2382 2.8976
C 0.9614 6.6527 1.5801
C 1.0418 5.7296 0.5590
C 0.8312 4.3795 0.8307
H -0.0915 3.2807 -0.7663
H 1.6459 3.5314 -0.9924
H 0.8611 2.1798 3.3446
H -0.6837 2.2159 2.4927
H 0.2928 4.5844 4.1986
H 0.6240 6.9765 3.6868
H 1.1200 7.7041 1.3774
H 1.2660 6.0524 -0.4508